No. 1
{
  "formula": "C15H15N7O2RuS2",
  "method": "wB97M-V/def2-TZVPD",
  "largest_force_ev_per_a": 0.18,
  "s_squared": 0.756,
  "e_homo_ev": [-11.098, -11.209],
  "charge": 1,
  "spin_multiplicity": 2,
  "orbital_gap_ev": [7.66, 6.89],
  "species": ["Ru", "N", "C", "S", "N", "N", "C", "C", "C", "C", "C", "C", "N", "H", "H", "H", "H", "H", "H", "H", "C", "N", "C", "C", "C", "O", "N", "C", "O", "H", "H", "H", "H", "H", "S", "C", "C", "N", "C", "H", "H", "H"],
  "xyz": [[-0.6195, -0.1920, -0.4313], [-0.5668, 3.3674, -2.7249], [-0.4618, 2.1053, -2.2986], [-1.8386, 1.4394, -1.3961], [0.5889, 1.3920, -2.6070], [0.4116, 0.1237, -2.1219], [0.7535, -0.8966, -2.8157], [0.1737, -2.1568, -2.3681], [0.4583, -3.3805, -2.9483], [-0.2473, -4.4979, -2.5302], [-1.2182, -4.3615, -1.5512], [-1.4445, -3.1118, -1.0048], [-0.7706, -2.0306, -1.4015], [-1.2342, 3.9764, -2.2853], [0.2281, 3.7831, -3.1828], [1.2898, -0.7895, -3.7509], [1.2156, -3.4490, -3.7163], [-0.0439, -5.4653, -2.9689], [-1.7949, -5.2089, -1.2105], [-2.1866, -2.9535, -0.2340], [2.1353, 4.0213, 2.1455], [1.8672, 2.6199, 1.8289], [2.6112, 1.6162, 2.3563], [2.3943, 0.3101, 2.0778], [1.3249, 0.0441, 1.1827], [0.9401, -1.0959, 0.7484], [0.5857, 1.0499, 0.6862], [0.8023, 2.3746, 0.9502], [0.1540, 3.2884, 0.4860], [3.0030, 4.0702, 2.7973], [1.2737, 4.4637, 2.6405], [2.3283, 4.5758, 1.2304], [3.4058, 1.9304, 3.0195], [2.9990, -0.4790, 2.4925], [-3.4530, -0.0961, 3.1861], [-2.4601, -1.4839, 3.2650], [-1.6455, -1.5349, 2.1850], [-1.8118, -0.4907, 1.3021], [-2.7358, 0.3403, 1.7181], [-2.5158, -2.1768, 4.0872], [-0.8907, -2.2780, 1.9830], [-3.0045, 1.2372, 1.1797]],
  "forces_ev_per_a": [[0.066, 0.011, -0.027], [0.001, 0.002, -0.040], [0.143, 0.038, -0.023], [-0.071, -0.024, 0.071], [-0.124, 0.008, 0.090], [0.033, -0.142, -0.046], [0.040, 0.180, -0.001], [0.001, -0.063, -0.015], [-0.056, -0.047, 0.050], [0.045, 0.021, -0.037], [-0.030, -0.002, 0.026], [0.004, 0.016, 0.002], [0.002, -0.055, -0.037], [-0.002, -0.002, 0.002], [0.001, 0.002, 0.005], [-0.016, -0.020, -0.014], [0.005, 0.014, -0.001], [-0.001, 0.000, 0.002], [-0.007, 0.008, 0.007], [-0.001, -0.011, 0.002], [0.004, 0.001, -0.006], [-0.002, -0.013, 0.024], [0.016, 0.039, -0.003], [-0.022, -0.041, -0.023], [0.017, -0.050, -0.029], [-0.004, 0.051, 0.032], [-0.046, 0.134, 0.040], [0.014, -0.026, -0.040], [0.008, 0.007, 0.012], [-0.003, 0.001, 0.005], [-0.001, 0.001, -0.002], [0.002, 0.000, 0.001], [-0.002, 0.004, 0.001], [-0.005, -0.005, -0.002], [-0.018, -0.014, 0.012], [0.000, -0.005, -0.009], [-0.010, 0.016, 0.009], [-0.017, -0.059, -0.033], [0.023, 0.024, -0.019], [-0.002, 0.001, 0.001], [0.010, 0.004, 0.006], [0.003, -0.001, 0.010]],
  "nbo_charge": [0.774, -0.759, 0.322, 0.026, -0.399, -0.143, 0.048, 0.172, -0.203, -0.120, -0.236, 0.083, -0.418, 0.418, 0.415, 0.229, 0.243, 0.241, 0.245, 0.221, -0.397, -0.399, 0.127, -0.398, 0.613, -0.656, -0.581, 0.780, -0.625, 0.211, 0.225, 0.228, 0.225, 0.253, 0.537, -0.434, -0.049, -0.460, -0.131, 0.267, 0.247, 0.257]
}

---

No. 2
{
  "formula": "C15H15N7O4Zr",
  "method": "wB97M-V/def2-TZVPD",
  "largest_force_ev_per_a": 1.47,
  "e_homo_ev": -13.867,
  "charge": 2,
  "orbital_gap_ev": 6.08,
  "species": ["Zr", "O", "C", "C", "C", "C", "C", "C", "C", "N", "N", "C", "O", "C", "C", "C", "C", "C", "C", "H", "H", "H", "H", "H", "H", "H", "H", "H", "H", "N", "N", "C", "N", "N", "N", "O", "O", "H", "H", "H", "H", "H"],
  "xyz": [[-0.0437, 0.0656, 0.0098], [1.0543, -0.6383, -1.4266], [1.4175, -1.8559, -1.9138], [1.7996, -1.9904, -3.2351], [2.1634, -3.2385, -3.7187], [2.1646, -4.3579, -2.8897], [1.7970, -4.2233, -1.5703], [1.4013, -2.9759, -1.0562], [1.0249, -2.8928, 0.3210], [0.4795, -1.8565, 0.8979], [0.2666, -1.9963, 2.2665], [-0.1094, -0.8771, 2.7885], [-0.2218, 0.2071, 1.9825], [-0.4192, -0.7394, 4.2039], [-0.4081, -1.8708, 5.0261], [-0.7065, -1.7461, 6.3688], [-1.0173, -0.4986, 6.8989], [-1.0319, 0.6261, 6.0850], [-0.7360, 0.5100, 4.7391], [1.8102, -1.1199, -3.8772], [2.4552, -3.3385, -4.7555], [2.4543, -5.3230, -3.2795], [1.7952, -5.0840, -0.9131], [1.2061, -3.7592, 0.9527], [-0.1699, -2.8351, 4.6004], [-0.7023, -2.6199, 7.0052], [-1.2539, -0.4044, 7.9501], [-1.2806, 1.5927, 6.5011], [-0.7597, 1.3814, 4.0981], [2.2646, 1.1277, 0.6684], [2.3517, 2.5048, 0.3707], [1.2887, 3.1118, -0.1724], [1.2842, 4.3771, -0.5121], [0.2621, 2.2513, -0.3063], [-0.9077, 2.4909, -0.9110], [-1.5844, 1.4197, -0.9247], [-1.2574, 3.5308, -1.3628], [2.3801, 0.9963, 1.6721], [3.0054, 0.6348, 0.1735], [3.2016, 3.0072, 0.5890], [2.0983, 4.9635, -0.3940], [0.4527, 4.7926, -0.9113]],
  "forces_ev_per_a": [[1.136, 0.851, 0.387], [-0.539, -0.247, 0.003], [0.183, -0.313, -0.054], [0.004, 0.164, 0.028], [0.005, -0.065, 0.059], [0.016, 0.006, -0.065], [-0.017, 0.015, 0.088], [0.045, 0.124, -0.143], [-0.093, 0.023, 0.075], [0.177, -0.383, -0.207], [-0.068, 0.073, 0.355], [0.117, -0.362, -0.133], [-0.290, -0.122, -0.224], [-0.047, 0.040, 0.145], [0.027, 0.009, -0.053], [-0.004, 0.027, 0.002], [0.005, 0.002, -0.023], [-0.015, 0.032, 0.056], [0.012, -0.026, -0.104], [-0.011, -0.002, 0.004], [0.000, 0.006, -0.004], [0.001, -0.001, 0.004], [0.000, -0.003, 0.003], [-0.037, 0.008, 0.033], [0.000, -0.014, 0.014], [0.002, -0.004, 0.001], [0.000, 0.000, 0.004], [-0.001, -0.003, 0.005], [-0.002, -0.001, 0.018], [-0.148, -0.109, -0.037], [0.064, 0.029, 0.008], [0.038, 0.011, 0.002], [-0.006, 0.040, -0.012], [-0.156, -0.261, 0.015], [0.047, 0.800, -0.164], [-0.389, -0.153, -0.130], [-0.049, -0.174, 0.037], [-0.001, -0.007, -0.008], [-0.001, 0.009, 0.006], [-0.012, 0.005, -0.001], [0.003, -0.005, 0.002], [0.005, -0.016, 0.007]],
  "nbo_charge": [2.414, -0.827, 0.406, -0.285, -0.103, -0.221, -0.097, -0.247, 0.236, -0.504, -0.343, 0.548, -0.825, -0.105, -0.166, -0.199, -0.145, -0.208, -0.188, 0.241, 0.246, 0.251, 0.237, 0.239, 0.238, 0.238, 0.237, 0.233, 0.216, -0.634, -0.396, 0.663, -0.709, -0.559, 0.663, -0.479, -0.240, 0.418, 0.416, 0.431, 0.445, 0.462]
}

---

No. 3
{
  "formula": "C15H16AsCl3CoN5O5S2Se",
  "method": "wB97M-V/def2-TZVPD",
  "largest_force_ev_per_a": 0.25,
  "e_homo_ev": [-7.884, -7.884],
  "orbital_gap_ev": [7.19, 7.19],
  "species": ["Co", "O", "C", "C", "O", "C", "C", "O", "C", "O", "O", "Se", "C", "N", "Cl", "C", "Cl", "Cl", "C", "N", "C", "C", "C", "N", "N", "C", "N", "S", "H", "H", "H", "H", "H", "H", "H", "C", "As", "C", "C", "S", "H", "H", "H", "H", "H", "H", "H", "H", "H"],
  "xyz": [[-0.2208, 0.2669, 0.3419], [-2.7444, 5.6701, 0.0362], [-2.2244, 4.5937, 0.0806], [-2.7860, 3.2884, -0.5037], [-3.7910, 3.1746, -1.1682], [-1.8048, 2.2679, -0.1435], [-0.7468, 2.8067, 0.5527], [0.2227, 2.0236, 0.9403], [-0.8846, 4.2489, 0.7487], [-0.1196, 5.0182, 1.2778], [-1.8128, 0.9893, -0.4236], [-0.1303, -4.1559, -1.3168], [-0.4623, -2.5607, -0.6113], [-0.6718, -1.5000, -0.1819], [-2.9491, -1.8033, 4.6446], [-1.8390, -0.4351, 4.5863], [-2.6114, 1.0306, 5.1910], [-0.3647, -0.7872, 5.4997], [-1.4493, -0.2096, 3.1915], [-1.1316, -0.0336, 2.1125], [3.3960, -4.3608, 1.5426], [2.7965, -3.4547, 2.6200], [2.5439, -2.0788, 2.1002], [1.3933, -1.6612, 1.7319], [1.4235, -0.4027, 1.1908], [2.6143, 0.1547, 1.2048], [2.8779, 1.3881, 0.7553], [3.8183, -0.9058, 1.8465], [3.5524, -5.3638, 1.9376], [4.3580, -3.9815, 1.1939], [2.7202, -4.4266, 0.6894], [3.4473, -3.4089, 3.4957], [1.8296, -3.8427, 2.9406], [2.0796, 2.0184, 0.6780], [3.7964, 1.7709, 0.8825], [-2.1218, -0.9010, -2.8482], [-0.7096, 0.3742, -3.0655], [-1.5341, 2.0475, -3.5209], [0.2607, -0.2007, -4.6232], [0.8546, 0.5723, -1.5959], [-2.7696, -0.7732, -3.7167], [-2.6568, -0.6735, -1.9326], [-1.7121, -1.9089, -2.8224], [-1.7944, 2.0324, -4.5788], [-0.8360, 2.8575, -3.3211], [-2.4327, 2.1715, -2.9198], [-0.4180, -0.2629, -5.4728], [0.6854, -1.1800, -4.4109], [1.0589, 0.5073, -4.8356]],
  "forces_ev_per_a": [[-0.015, -0.061, 0.112], [0.037, 0.018, -0.062], [-0.123, -0.048, 0.215], [0.075, 0.026, -0.174], [-0.009, -0.024, 0.018], [-0.005, 0.009, 0.028], [-0.008, -0.034, 0.020], [0.076, 0.013, 0.011], [0.074, 0.031, -0.135], [-0.018, -0.003, 0.038], [-0.030, -0.008, 0.004], [-0.040, 0.015, -0.014], [0.065, -0.016, 0.034], [-0.045, 0.019, -0.075], [-0.005, -0.005, -0.006], [0.027, -0.013, 0.015], [0.000, -0.001, -0.006], [-0.014, 0.000, 0.002], [-0.070, 0.001, -0.061], [0.093, 0.093, -0.025], [-0.012, -0.003, -0.003], [0.006, -0.002, 0.000], [-0.007, 0.000, -0.004], [-0.002, 0.012, -0.006], [0.000, -0.022, -0.018], [-0.016, -0.030, -0.006], [-0.046, 0.006, -0.015], [-0.009, -0.004, 0.002], [0.003, 0.000, 0.003], [0.001, 0.002, 0.000], [0.004, 0.003, -0.005], [0.001, 0.000, -0.002], [0.003, 0.000, 0.011], [0.017, 0.005, 0.021], [-0.009, 0.032, 0.004], [0.011, -0.016, 0.012], [0.056, -0.051, 0.041], [-0.015, 0.022, 0.045], [-0.020, 0.017, -0.018], [-0.028, 0.022, -0.030], [0.004, -0.006, -0.002], [-0.005, -0.006, 0.016], [0.010, 0.005, 0.001], [-0.001, -0.014, 0.002], [0.006, -0.010, -0.002], [-0.022, 0.022, 0.017], [0.001, 0.000, -0.003], [0.002, 0.002, -0.001], [0.000, 0.001, 0.002]],
  "nbo_charge": [1.059, -0.461, 0.395, 0.387, -0.535, 0.184, 0.272, -0.733, 0.376, -0.516, -0.691, -0.242, 0.183, -0.622, 0.103, -0.221, 0.103, 0.090, 0.358, -0.273, -0.602, -0.448, 0.082, -0.238, -0.370, 0.283, -0.789, 0.359, 0.219, 0.203, 0.238, 0.217, 0.244, 0.458, 0.407, -0.958, 1.506, -0.978, -0.969, -0.407, 0.240, 0.286, 0.270, 0.243, 0.257, 0.279, 0.241, 0.262, 0.249]
}